[1]
Entry from the Open Molecules 2025 dataset: a 7-piece molecular cluster, C24H34BN6 overall at a distorted geometry (ωB97M-V with the def2-TZVPD basis set).

Its total charge is -1. Its spin multiplicity is 1. The calculated total energy is -1287.8287 Eh. The value obtained for the energy above the lowest of the compared OMol25 structures with the same formula, charge and spin is 125.11 kJ/mol. The frontier orbital gap comes out at 8.1 eV. The LUMO energy comes out at 2.7 eV.

Element x y z (Å)
1 B 0.18 0.03 0.80
2 H -1.03 -0.02 0.94
3 H 0.72 -1.03 1.36
4 H 0.47 -0.18 -0.34
5 H 0.74 1.10 1.26
6 N 4.95 0.48 -0.92
7 C 6.26 0.21 -0.93
8 C 6.34 -1.35 -0.64
9 C 4.90 -1.85 -0.58
10 C 4.08 -0.62 -0.66
11 H 4.54 1.31 -0.56
12 H 7.06 1.05 -0.90
13 H 7.25 -1.94 -0.69
14 H 4.86 -2.97 -0.34
15 H 3.06 -0.43 -0.24
16 N -0.48 2.62 -1.24
17 C -0.80 3.86 -0.68
18 C -1.30 4.67 -1.85
19 C -1.31 3.75 -3.06
20 C -0.67 2.41 -2.58
21 H -0.19 1.88 -0.61
22 H -0.69 4.25 0.31
23 H -1.62 5.76 -1.87
24 H -1.69 4.11 -4.08
25 H -0.42 1.44 -3.00
26 N -1.20 -2.03 3.93
27 C -0.55 -2.21 5.11
28 C -1.57 -2.92 6.15
29 C -2.81 -2.92 5.22
30 C -2.47 -2.56 3.82
31 H -0.68 -1.62 3.03
32 H 0.45 -2.03 5.35
33 H -1.35 -3.45 7.04
34 H -3.69 -3.31 5.56
35 H -3.11 -2.45 2.93
36 N -1.40 -2.70 -0.67
37 C -1.79 -4.05 -0.41
38 C -2.20 -4.67 -1.76
39 C -2.06 -3.54 -2.81
40 C -1.38 -2.41 -2.02
41 H -0.86 -2.06 -0.10
42 H -1.67 -4.46 0.68
43 H -2.61 -5.58 -1.89
44 H -2.03 -3.62 -3.77
45 H -0.97 -1.39 -2.27
46 N 4.03 3.60 -0.72
47 C 3.67 2.86 0.38
48 C 4.89 2.82 1.31
49 C 5.95 3.71 0.55
50 C 5.36 4.00 -0.77
51 H 3.43 3.67 -1.54
52 H 2.61 2.46 0.61
53 H 4.99 2.29 2.14
54 H 6.96 3.58 0.81
55 H 5.77 4.66 -1.62
56 N -5.66 0.91 -0.94
57 C -4.70 -0.17 -1.05
58 C -5.41 -1.42 -1.59
59 C -6.93 -0.91 -1.64
60 C -6.86 0.54 -1.44
61 H -5.24 1.67 -0.52
62 H -3.54 -0.32 -0.64
63 H -5.22 -2.47 -1.81
64 H -7.80 -1.36 -1.96
65 H -7.56 1.30 -1.55



[2]
Entry from the Open Molecules 2025 dataset: C24H34CaN3O15 as an isolated structure at a distorted geometry (ωB97M-V with the def2-TZVPD basis set).

Its total charge is +1. Its spin multiplicity is 1. The calculated total energy is -2905.1174 Eh. The value obtained for the energy above the lowest of the compared OMol25 structures with the same formula, charge and spin is 158.29 kJ/mol. The frontier orbital gap comes out at 4.5 eV. The LUMO energy comes out at -5.2 eV.

Element x y z (Å)
1 Ca -27.63 1.15 -9.14
2 N -25.90 1.47 -6.29
3 O -24.91 1.08 -5.70
4 O -26.56 2.36 -5.77
5 O -26.26 0.98 -7.33
6 C -27.34 -0.60 -3.47
7 C -27.77 -1.63 -4.47
8 C -26.69 -2.04 -5.47
9 O -26.64 -3.49 -5.46
10 C -27.43 -3.91 -4.40
11 O -27.64 -5.09 -4.20
12 O -27.99 -2.85 -3.78
13 H -28.16 -0.45 -2.77
14 H -27.18 0.33 -4.02
15 H -26.42 -0.82 -2.94
16 H -28.72 -1.43 -4.96
17 H -25.72 -1.60 -5.24
18 H -26.82 -1.67 -6.49
19 C -23.86 -4.53 -10.55
20 C -25.27 -4.15 -10.02
21 C -25.46 -4.03 -8.52
22 O -25.52 -2.69 -8.28
23 C -25.67 -2.01 -9.36
24 O -26.01 -0.84 -9.42
25 O -25.45 -2.79 -10.40
26 H -23.88 -4.38 -11.63
27 H -23.53 -5.55 -10.36
28 H -23.13 -3.80 -10.18
29 H -26.02 -4.84 -10.41
30 H -24.63 -4.36 -7.89
31 H -26.32 -4.63 -8.24
32 C -29.44 6.29 -6.69
33 C -28.84 5.31 -5.64
34 C -27.59 5.81 -4.85
35 O -28.01 5.85 -3.51
36 C -29.25 5.37 -3.39
37 O -29.78 5.12 -2.33
38 O -29.76 5.15 -4.63
39 H -30.48 6.09 -6.96
40 H -28.75 6.43 -7.51
41 H -29.44 7.31 -6.31
42 H -28.52 4.36 -6.06
43 H -27.19 6.81 -5.01
44 H -26.80 5.07 -4.95
45 C -23.14 5.64 -9.53
46 C -24.12 5.36 -8.40
47 C -25.18 6.46 -8.22
48 O -26.36 5.66 -8.27
49 C -26.10 4.36 -8.61
50 O -26.94 3.45 -8.77
51 O -24.86 4.24 -8.88
52 H -22.45 4.84 -9.79
53 H -22.55 6.51 -9.21
54 H -23.62 5.85 -10.48
55 H -23.62 5.05 -7.49
56 H -25.14 7.19 -9.02
57 H -24.91 6.90 -7.26
58 N -25.43 4.08 -2.91
59 C -24.82 4.97 -2.04
60 C -24.07 4.26 -1.16
61 C -24.14 2.95 -1.49
62 C -25.03 2.79 -2.58
63 H -26.11 4.33 -3.61
64 H -25.04 6.02 -2.11
65 H -23.47 4.67 -0.36
66 H -23.68 2.09 -1.01
67 H -25.41 1.92 -3.10
68 N -22.73 3.07 -4.87
69 C -21.69 3.65 -4.21
70 C -20.64 3.76 -5.09
71 C -21.04 3.17 -6.28
72 C -22.31 2.76 -6.14
73 H -23.55 2.74 -4.39
74 H -21.88 3.87 -3.17
75 H -19.60 4.04 -4.95
76 H -20.32 3.07 -7.08
77 H -23.01 2.27 -6.81



[3]
Entry from the Open Molecules 2025 dataset: C24H34FMgN7O3SSe3Te as an isolated structure (ωB97M-V with the def2-TZVPD basis set).

Its spin multiplicity is 1. The calculated total energy is -9714.5808 Eh. The value obtained for the energy above the lowest of the compared OMol25 structures with the same formula, charge and spin is 0.00 kJ/mol. The frontier orbital gap comes out at 2.6 eV. The LUMO energy comes out at -2.3 eV.

Element x y z (Å)
1 Mg -2.35 0.36 -1.59
2 Se -3.53 -0.81 0.48
3 Se -5.48 0.44 -0.06
4 Te -4.87 1.69 -2.19
5 Se -5.76 0.36 -4.09
6 N -2.95 -1.34 -2.88
7 C -2.47 -1.18 -4.26
8 C -1.18 -0.38 -4.26
9 N -1.43 0.88 -3.55
10 H -2.57 -2.16 -2.43
11 H -3.97 -1.40 -2.85
12 H -3.24 -0.60 -4.78
13 H -2.35 -2.13 -4.78
14 H -0.83 -0.24 -5.28
15 H -0.40 -0.92 -3.71
16 H -2.09 1.47 -4.06
17 H -0.59 1.44 -3.43
18 C 1.77 -0.22 4.71
19 C 2.35 0.63 3.59
20 N 1.73 0.36 2.30
21 C 0.81 1.23 1.82
22 C 0.04 1.05 0.71
23 C -0.88 2.21 0.36
24 O -0.77 3.22 1.05
25 O -1.66 2.06 -0.63
26 C 0.16 -0.18 -0.02
27 O -0.54 -0.54 -0.98
28 C 1.22 -1.09 0.46
29 C 1.45 -2.26 -0.25
30 C 2.44 -3.12 0.15
31 F 2.70 -4.23 -0.58
32 C 3.22 -2.86 1.28
33 C 2.98 -1.70 1.99
34 C 1.99 -0.80 1.60
35 N 4.28 -3.72 1.71
36 C 4.10 -5.15 1.54
37 C 5.05 -5.88 2.47
38 N 6.46 -5.47 2.10
39 C 6.64 -3.97 2.20
40 C 5.61 -3.30 1.31
41 H 2.27 0.01 5.65
42 H 1.90 -1.29 4.51
43 H 0.71 -0.02 4.82
44 H 3.44 0.51 3.50
45 H 2.18 1.69 3.80
46 H 0.66 2.15 2.37
47 H 0.84 -2.47 -1.12
48 H 3.57 -1.53 2.88
49 H 4.28 -5.49 0.51
50 H 3.08 -5.43 1.80
51 H 4.99 -6.96 2.37
52 H 4.90 -5.58 3.51
53 H 6.64 -5.75 1.14
54 H 7.14 -5.95 2.69
55 H 7.66 -3.74 1.91
56 H 6.47 -3.71 3.25
57 H 5.82 -3.55 0.26
58 H 5.70 -2.23 1.42
59 C -3.97 4.06 1.00
60 C -4.10 4.67 -0.35
61 C -5.12 5.50 -0.74
62 C -5.16 5.89 -2.09
63 N -4.26 5.53 -2.98
64 C -3.23 4.74 -2.59
65 S -2.05 4.21 -3.65
66 N -3.18 4.34 -1.27
67 C -6.30 6.74 -2.58
68 H -4.74 4.45 1.66
69 H -2.98 4.26 1.41
70 H -4.08 2.97 0.92
71 H -5.89 5.79 -0.04
72 H -2.47 3.63 -1.04
73 H -6.30 7.71 -2.07
74 H -7.25 6.25 -2.36
75 H -6.21 6.89 -3.65